117
Properties=species:S:1:pos:R:3:forces:R:3 method="wB97M-V/def2-TZVPD" s2=2.005 fmax_ev_per_a=0.10 spin_multiplicity=3 relative_energy_ev=0.000 charge=0
H -6.231648 2.568272 1.678826 -0.01 -0.01 -0.01
H -3.032448 -2.676378 -0.338058 0.00 0.00 0.00
C -2.320206 3.947722 5.087517 0.00 0.00 0.00
H 5.233381 -1.938861 2.665407 0.00 0.00 0.00
H -2.993591 0.274626 1.767188 0.00 0.01 0.01
H -4.213428 2.276014 -2.137878 0.00 0.00 0.00
H -1.290355 3.603018 4.981068 0.00 0.00 0.00
H 2.447043 -0.152162 -6.027308 0.00 0.00 0.00
C -1.462333 3.349587 2.228646 0.01 -0.01 0.00
S 0.999555 0.279926 -3.566160 0.00 0.01 0.00
H 0.321129 2.337764 -0.260851 0.00 0.00 0.00
C 4.709852 0.757860 -2.022437 0.00 -0.01 0.00
H 2.950448 1.348014 -7.927324 0.00 0.00 0.00
H 0.941422 -6.117149 -0.082904 0.00 0.01 0.00
H -4.716380 4.064260 2.042147 0.00 0.00 0.00
H -1.322025 -1.700464 2.875303 0.00 0.00 0.00
C 4.710830 -2.735369 3.199219 0.00 0.00 0.00
H 2.261560 0.655943 1.174599 0.01 0.00 0.01
H 5.339288 1.566158 -1.673223 0.00 0.00 0.00
H 1.764913 -5.909623 -3.065558 0.00 0.00 0.00
C 2.668008 -0.018406 -2.990966 -0.01 0.00 0.03
C 4.128883 -3.770242 2.236179 0.00 0.00 0.00
H 2.618985 -4.447369 3.646441 0.00 0.00 0.00
C -0.013682 -3.996912 -2.627282 -0.02 0.00 0.01
C 0.987970 -4.520097 -1.589543 0.02 0.01 -0.02
H 0.768400 2.500705 1.446643 0.00 0.00 0.00
H -4.823466 4.585133 -1.175979 0.00 0.00 0.00
C -2.767968 4.767294 3.869172 0.00 0.01 0.00
C -3.756151 3.640584 1.781851 0.01 0.00 -0.01
H 4.153693 -5.325487 3.754943 0.00 0.00 0.00
H 4.696329 -2.625536 -2.296504 -0.01 0.00 0.00
C 3.462082 1.034450 -2.552021 -0.01 -0.01 -0.03
H -0.111888 -6.386725 -1.473709 0.00 0.00 0.00
C 3.119188 -3.150298 1.272575 -0.01 0.00 -0.01
C 3.101463 -1.329615 -2.910106 0.00 0.00 0.00
H 3.934795 -2.282360 3.819668 0.00 0.00 0.00
H 2.446049 -2.130609 -3.225616 -0.02 -0.01 0.01
H -0.171594 -2.108925 1.598089 0.00 0.00 0.00
C -2.256070 -2.711388 0.425551 0.01 0.01 0.00
H 6.130150 -0.769862 -1.515701 0.00 0.00 0.00
H 0.411267 3.030553 -4.025809 0.00 0.00 0.00
H -4.888609 4.430322 4.254571 0.00 0.00 0.00
C 1.578379 0.198051 0.446833 -0.01 0.03 -0.02
H 0.589102 -0.107544 2.772419 0.00 0.00 0.00
H -4.659981 0.827367 -1.256668 0.00 0.00 0.00
C 1.411605 1.377216 -4.924788 0.00 -0.01 0.00
H 3.092486 2.051197 -2.616784 0.01 0.00 0.01
H -5.926317 1.879742 -1.908032 0.00 -0.01 0.00
H 2.871872 -5.644572 -1.716852 0.00 0.00 -0.01
H -2.957445 3.070253 5.215387 0.00 0.00 0.00
C -5.543988 4.071877 -0.536377 0.01 0.01 0.00
C 0.971379 2.687442 -4.885911 0.00 0.01 0.01
C 2.490180 -3.940105 0.316920 0.01 0.00 -0.01
C 2.149839 -5.157476 -2.372980 -0.01 0.01 0.02
H 3.228783 -1.128943 1.995188 0.00 0.00 0.00
H -2.158409 6.598420 2.868444 0.00 0.00 0.00
C 3.442602 -4.865489 3.064249 0.01 0.00 0.00
O -2.367578 1.452754 -0.752781 0.03 -0.02 -0.03
H -5.735785 4.705686 0.329827 0.01 0.00 0.00
H -0.318264 -4.838819 -3.255535 0.01 0.00 -0.01
C -1.332717 2.552137 1.102441 0.01 0.01 0.01
H 5.795109 -3.626630 0.846696 0.00 0.00 0.00
C -6.049377 1.997663 0.767004 -0.01 0.00 0.00
H 2.194012 3.701460 -7.877515 0.00 0.00 0.00
H -3.629767 -1.331859 2.207412 0.00 0.00 0.00
H 5.429069 -3.217983 3.864716 0.00 0.00 0.00
C -2.675326 3.907174 2.610466 0.00 0.01 0.00
H -2.598314 -3.348699 1.251717 0.00 0.00 0.00
H 3.036186 -5.651913 2.426452 0.00 0.00 0.01
C -5.016349 2.680932 -0.143719 -0.01 0.01 0.00
C 0.043510 2.050012 0.756298 -0.01 -0.01 -0.02
C -4.191712 5.261234 4.126745 0.00 0.00 0.00
C 2.398214 1.722199 -7.075328 0.00 0.00 0.00
N -1.975246 -1.352669 0.890378 0.02 -0.02 0.02
C -3.696227 2.850145 0.634735 -0.01 -0.02 0.00
H 2.741457 -4.994343 0.290764 0.00 0.00 0.00
H -0.903512 -3.571686 -2.167470 0.02 -0.01 -0.02
C 1.847612 -1.281636 0.392817 0.03 0.00 -0.03
H -4.211088 5.857633 5.041076 0.00 0.00 0.00
O 0.339618 1.181950 -2.555305 0.03 0.00 -0.02
H -6.481013 3.971484 -1.089437 0.00 0.00 0.00
H -1.352446 -3.134279 -0.009848 -0.02 0.02 0.01
H -4.553104 5.891011 3.311397 0.00 0.00 0.00
C -1.854260 5.992094 3.723616 0.00 0.00 0.00
H -1.900870 6.613660 4.621523 0.00 0.00 0.00
H 4.939482 -5.168449 0.764060 -0.01 0.00 0.00
C -3.198796 -0.727765 1.398037 0.01 -0.01 -0.01
H -0.567506 -5.216711 -0.229977 0.01 -0.02 -0.01
C 5.288293 -4.388709 1.442769 0.00 0.00 -0.01
H 1.764329 0.659450 -0.523263 0.00 0.00 0.00
C 1.261015 3.525279 -5.956789 0.00 0.00 0.00
C 1.557848 -3.475708 -0.607146 0.00 -0.01 0.00
C 0.274988 -5.625127 -0.792253 -0.01 -0.01 0.01
H -7.001060 1.888145 0.240630 0.00 0.00 0.00
H -0.814802 5.697206 3.572008 0.00 0.00 0.00
H 6.018551 -4.836821 2.121010 0.00 0.00 0.00
C -0.258798 -0.011272 2.084414 0.01 0.02 0.00
Pt -1.039417 -0.119037 -0.872804 -0.02 -0.01 -0.03
H 0.925107 4.553832 -5.937886 0.00 0.00 0.00
C -2.458020 2.254495 0.287431 -0.03 -0.01 0.04
N 0.193614 0.572213 0.807207 -0.01 0.00 0.04
C 1.972374 3.046015 -7.045425 0.00 0.00 0.00
H -0.967071 0.684949 2.530923 0.00 0.00 0.01
H -2.379175 4.550986 5.996924 0.00 0.00 0.00
C 2.115066 0.879771 -6.014036 0.01 0.00 0.00
C 1.211824 -2.101573 -0.571150 -0.07 -0.03 0.07
C 4.358304 -1.600724 -2.383229 0.02 0.00 0.01
C -0.912335 -1.374651 1.908501 -0.01 -0.01 -0.01
C 5.155994 -0.559394 -1.938339 -0.01 0.00 0.00
C 2.771277 -1.807451 1.284574 0.01 0.00 -0.01
C -4.938072 1.863425 -1.438893 0.02 0.00 0.00
H -5.707209 1.001875 1.057709 0.00 0.00 0.00
O 0.330167 -1.601181 -1.419393 -0.02 0.05 0.01
H 0.413021 -3.226071 -3.266781 0.00 0.00 0.00
H 2.684789 -4.405331 -2.957202 0.00 0.00 0.00
H -0.571288 3.537762 2.820956 0.00 0.00 0.00
H -3.919251 -0.639946 0.586565 0.00 0.00 0.00

15
Properties=species:S:1:pos:R:3:forces:R:3 method="wB97M-V/def2-TZVPD" smiles="O=C(O)CCS.O" fmax_ev_per_a=0.57 spin_multiplicity=1 relative_energy_ev=0.205 charge=0
H -1.272041 0.446065 -0.249852 -0.26 0.37 0.07
O 1.956642 0.536851 -0.486352 0.32 -0.16 -0.23
C 0.833488 0.686395 -0.096555 -0.29 -0.19 0.14
S -1.900352 -1.029194 -2.587755 0.13 0.01 -0.12
O 0.531593 1.561942 0.875698 0.36 0.09 0.42
H -0.429040 -1.029900 -0.116488 0.31 -0.41 0.23
H -0.337983 0.830093 -2.481671 0.03 -0.17 -0.37
C -0.366118 -0.189081 -2.094269 -0.32 0.39 0.28
H -1.511004 -1.286026 -3.842612 -0.09 -0.02 -0.02
H 0.492835 -0.747039 -2.433860 0.22 -0.07 -0.05
O 0.034870 -0.501581 4.535787 -0.19 0.08 0.17
H 0.282079 -1.288616 4.042338 0.17 0.16 -0.06
C -0.376066 -0.055947 -0.580881 -0.10 -0.03 -0.29
H 0.662130 0.195983 4.319585 0.01 -0.25 -0.11
H 1.398963 1.870061 1.196887 -0.29 0.20 -0.06

14
Properties=species:S:1:pos:R:3:forces:R:3 method="wB97M-V/def2-TZVPD" smiles="[H]/N=N/[C@@H](O)CC" fmax_ev_per_a=1.96 spin_multiplicity=1 relative_energy_ev=2.671 charge=0
H 1.110400 0.399579 -0.620759 0.23 -0.08 0.21
H -0.194059 -0.715176 -1.930015 0.21 -0.23 0.33
H -0.808149 2.078813 -0.427175 -0.09 -0.06 -0.05
H -1.703181 0.788419 -1.252790 -0.06 0.04 0.07
C 0.544356 -0.418035 -0.154152 -0.97 1.31 -0.26
H -0.376375 0.636309 1.508293 0.09 -0.16 -0.10
O 0.094445 -1.282164 -1.198895 0.55 -0.26 0.45
H -1.372553 -0.652190 0.823630 0.34 -0.05 0.00
N 2.600464 -1.052595 0.578165 -1.41 0.42 -0.64
N 1.385627 -1.077309 0.864728 1.52 -1.16 -0.43
H -2.342581 1.497783 0.236852 0.12 -0.02 -0.16
C -1.425113 1.187370 -0.273169 0.07 0.13 0.02
C -0.679956 0.159364 0.568445 -0.05 0.08 0.16
H 3.166676 -1.550167 1.276842 -0.53 0.03 0.41

17
Properties=species:S:1:pos:R:3:forces:R:3 method="wB97M-V/def2-TZVPD" smiles="C=C=C1C[N+]1(C)C" fmax_ev_per_a=1.94 spin_multiplicity=1 relative_energy_ev=2.451 charge=+1
H 0.408731 0.094666 -2.068705 -0.04 -0.10 0.02
H 0.596074 1.565507 -1.107341 -0.07 -0.06 0.09
H 1.987202 0.492693 -1.357148 -0.08 -0.03 0.14
C 0.570181 -1.688834 -0.046845 -0.17 -1.08 -0.04
N 0.541178 -0.205929 0.000637 1.37 0.01 0.03
H 2.036371 0.642136 1.205137 -0.04 -0.04 -0.11
C -2.545596 0.621813 0.020367 -1.92 0.29 -0.06
C -0.679979 -0.991486 0.003462 -0.05 -0.05 0.02
H 0.936114 -2.191759 0.839933 0.07 0.16 0.09
H -2.951630 1.036201 -0.892436 0.14 0.09 -0.20
H 0.893167 -2.138884 -0.977658 0.06 0.17 -0.10
H -2.992940 0.997076 0.928470 0.13 0.11 0.27
H 0.730727 -0.165235 2.091851 -0.07 -0.07 -0.07
C 0.962936 0.454716 1.229304 0.17 0.27 0.79
C -1.835106 -0.452329 0.008954 0.31 0.02 0.01
H 0.435874 1.403341 1.327064 -0.04 -0.04 -0.09
C 0.906689 0.526315 -1.205043 0.21 0.35 -0.79

12
Properties=species:S:1:pos:R:3:forces:R:3 method="wB97M-V/def2-TZVPD" smiles=Nc1cncnc1 fmax_ev_per_a=0.41 spin_multiplicity=1 relative_energy_ev=0.588 charge=0
H -0.011565 -0.332593 -2.158076 -0.03 0.02 0.14
C 0.021500 0.252288 1.160127 0.06 0.07 -0.10
C 0.332628 0.494246 -0.184228 -0.22 -0.32 0.11
H -1.669303 -2.503679 0.921459 0.03 0.13 -0.01
H 0.362232 0.943852 1.933390 -0.04 -0.14 -0.11
N 1.095507 1.562097 -0.581580 0.12 0.21 -0.02
C -0.190823 -0.439921 -1.087404 0.10 0.12 -0.02
N -0.682855 -0.800647 1.557266 0.01 -0.02 -0.31
N -0.906468 -1.489901 -0.705216 0.11 0.13 0.26
H 1.492220 2.192751 0.094358 -0.11 -0.13 -0.13
H 1.265584 1.750784 -1.553862 -0.04 -0.07 0.15
C -1.108657 -1.629278 0.603768 0.01 0.01 0.03